Record 1
Formula: C14H40N2O5
Source: OMol25
Level of theory: ωB97M-V/def2-TZVPD

Calculated values
- E_LUMO (eV) = 0.58
- SMILES = COC[C@H](C)N.COC[C@H](C)N.CCO.CCO.CCO
- energy above the lowest of the compared OMol25 structures with the same formula, charge and spin (kcal/mol) = 27.2
- highest occupied orbital energy (eV) = -9.393

CARTESIAN COORDINATES (ANGSTROEM)
1 C 0.9033 -4.4018 0.1320
2 O 1.6704 -3.7357 -0.8578
3 C 2.6108 -4.5931 -1.4566
4 C 3.5178 -3.8701 -2.4715
5 C 2.9119 -3.6910 -3.8790
6 N 4.8752 -4.4140 -2.5337
7 H 0.2010 -3.7056 0.5790
8 H 1.6420 -4.7219 0.8800
9 H 0.3958 -5.2918 -0.2517
10 H 3.3151 -4.9156 -0.6756
11 H 2.0757 -5.4415 -1.9022
12 H 3.6824 -2.8677 -2.0618
13 H 2.3391 -4.5946 -4.0946
14 H 3.6407 -3.5278 -4.6691
15 H 2.2788 -2.8054 -3.8445
16 H 4.8842 -5.3590 -2.9180
17 H 5.1958 -4.5672 -1.5789
18 C -6.6861 2.7934 1.9790
19 O -5.5460 2.0109 1.6998
20 C -4.7865 2.5767 0.6406
21 C -3.5497 1.7115 0.3334
22 C -3.9316 0.2793 -0.0213
23 N -2.5316 1.7848 1.3620
24 H -6.3746 3.7582 2.3989
25 H -7.2981 2.2693 2.7085
26 H -7.2625 3.0001 1.0714
27 H -5.4092 2.6194 -0.2629
28 H -4.5513 3.6159 0.9005
29 H -3.1707 2.2032 -0.5730
30 H -3.0656 -0.2745 -0.3741
31 H -4.7131 0.2941 -0.7835
32 H -4.4205 -0.1760 0.8421
33 H -2.4154 2.7824 1.5677
34 H -2.9659 1.5419 2.2581
35 C 2.4797 0.6272 3.2469
36 C 1.3630 0.6832 4.2670
37 O 1.5473 1.8319 5.1036
38 H 2.3280 1.3926 2.4844
39 H 2.2038 -0.2983 2.7248
40 H 3.5002 0.6124 3.6114
41 H 1.4618 -0.1670 4.9633
42 H 0.3909 0.4672 3.8105
43 H 0.9597 1.7606 5.8619
44 C 1.6616 3.8265 -1.2274
45 C 0.7871 3.1114 -2.2309
46 O 0.1798 4.1757 -2.9816
47 H 2.4877 4.3213 -1.7442
48 H 2.2022 3.1598 -0.5495
49 H 1.1224 4.5472 -0.6186
50 H -0.0053 2.5145 -1.7688
51 H 1.3180 2.4810 -2.9513
52 H -0.4629 3.8479 -3.6155
53 C 1.7296 -0.1229 -0.5561
54 C 0.2427 -0.0022 -0.2947
55 O 0.0616 1.0457 0.6675
56 H 1.9381 -1.0988 -1.0231
57 H 2.2777 -0.0775 0.3786
58 H 2.1925 0.4017 -1.3981
59 H -0.1215 -0.9327 0.1612
60 H -0.4188 0.2856 -1.1199
61 H -0.8887 1.3190 0.6554

Cartesian forces (eV/Å) of the 2 atoms listed first:
1.21 -0.06 0.07
-0.65 0.44 -0.54

Record 2
Formula: C14H40N2O8
Source: OMol25
Level of theory: ωB97M-V/def2-TZVPD

Calculated values
- E_LUMO (eV) = 0.61
- SMILES = COC[C@H](C)N.COC[C@H](C)N.OCCO.OCCO.OCCO
- energy above the lowest of the compared OMol25 structures with the same formula, charge and spin (kcal/mol) = 22.7
- highest occupied orbital energy (eV) = -9.051

CARTESIAN COORDINATES (ANGSTROEM)
1 C 3.3091 -1.5083 0.1537
2 O 2.5346 -0.9221 1.1717
3 C 2.4703 -1.5641 2.4446
4 C 1.8136 -0.5676 3.4343
5 C 1.2498 -1.2598 4.6869
6 N 0.7046 0.1981 2.8397
7 H 2.9417 -1.1377 -0.8032
8 H 3.1902 -2.5953 0.1019
9 H 4.3738 -1.2965 0.2740
10 H 1.7792 -2.4124 2.4208
11 H 3.4796 -1.8531 2.7418
12 H 2.5778 0.1233 3.7968
13 H 0.5310 -2.0612 4.4975
14 H 0.7206 -0.6257 5.3978
15 H 2.0972 -1.6835 5.2349
16 H 0.1563 -0.5031 2.3477
17 H 1.1759 0.7109 2.0992
18 C 4.9438 0.8885 -6.2629
19 O 4.2965 1.3158 -5.0943
20 C 3.5294 2.4785 -5.1971
21 C 3.0470 3.0261 -3.8635
22 C 2.3119 1.9588 -3.0247
23 N 2.1817 4.2126 -4.0085
24 H 5.8196 1.5210 -6.4407
25 H 4.3044 0.8519 -7.1471
26 H 5.3384 -0.1036 -6.0460
27 H 4.1032 3.2190 -5.7679
28 H 2.6132 2.2722 -5.7670
29 H 3.9273 3.3247 -3.2809
30 H 3.0713 1.2848 -2.6268
31 H 1.7133 1.3128 -3.6703
32 H 1.6837 2.4151 -2.2639
33 H 2.7707 4.9249 -4.4322
34 H 2.1093 4.4926 -3.0356
35 O -5.0194 -2.2816 3.2077
36 C -4.2816 -2.8986 2.1851
37 C -3.0661 -3.5025 2.8767
38 O -2.0802 -2.5022 3.2000
39 H -5.8231 -1.8533 2.9057
40 H -4.8871 -3.6724 1.6967
41 H -4.1347 -2.1861 1.3666
42 H -2.4951 -4.1752 2.2374
43 H -3.4597 -4.0890 3.7072
44 H -2.4029 -1.9417 3.9141
45 O -4.7847 0.6346 -0.5782
46 C -4.4744 1.6620 0.3697
47 C -4.6799 1.1559 1.7970
48 O -4.1877 2.1472 2.6798
49 H -4.6207 0.9484 -1.4702
50 H -3.5028 2.1160 0.1638
51 H -5.1978 2.4638 0.1902
52 H -4.2091 0.1784 1.9349
53 H -5.7415 0.9413 1.9194
54 H -3.2426 2.0944 2.8392
55 O -0.8271 -1.5963 0.8804
56 C -1.6682 -0.6974 0.1688
57 C -0.9599 -0.1604 -1.0597
58 O 0.3101 0.4152 -0.7664
59 H -1.3222 -1.9488 1.6359
60 H -2.5835 -1.2180 -0.1251
61 H -1.9468 0.1003 0.8641
62 H -1.5767 0.6409 -1.4693
63 H -0.8213 -0.9190 -1.8338
64 H 0.8169 -0.2932 -0.3486

Cartesian forces (eV/Å) of the 2 atoms listed first:
-0.10 -0.60 0.13
-0.31 0.29 0.09

Record 3
Formula: C14H41INO14P2S4
Source: OMol25
Level of theory: ωB97M-V/def2-TZVPD

Calculated values
- E_LUMO (eV) = 1.55
- net charge = -1
- highest occupied orbital energy (eV) = -4.750

CARTESIAN COORDINATES (ANGSTROEM)
1 N -1.0249 -1.2210 1.9042
2 P -0.9656 -0.2550 0.6824
3 C -2.5602 0.2477 -0.0683
4 I -2.0450 1.8787 -1.5353
5 C -3.6293 0.7669 0.9135
6 O -4.8510 0.2796 0.5008
7 P -4.7263 -1.3970 -0.1181
8 O -3.0382 -0.8043 -0.7228
9 H -0.6397 -2.1208 1.6707
10 H -0.3273 0.9636 0.9793
11 H -0.3021 -0.7221 -0.4584
12 H -3.6670 1.8562 0.9369
13 H -3.3504 0.4422 1.9309
14 H -6.0337 -1.7616 0.3450
15 H -5.2213 -0.9556 -1.3798
16 H -4.4366 -2.7070 -0.6426
17 H -4.1032 -1.7223 1.1286
18 O -5.7704 -1.8730 -4.3344
19 S -5.2499 -0.6547 -4.8650
20 O -5.5980 0.5931 -4.2743
21 O -5.6264 -0.6091 -6.4229
22 C -7.0209 -0.7847 -6.7482
23 C -7.8641 0.4409 -6.4601
24 C -3.5081 -0.7537 -5.0330
25 H -7.3963 -1.6626 -6.2202
26 H -7.0149 -1.0092 -7.8136
27 H -7.9154 0.6477 -5.3937
28 H -8.8763 0.2758 -6.8325
29 H -7.4444 1.3176 -6.9532
30 H -3.2504 -1.6978 -5.5036
31 H -3.1167 -0.7004 -4.0166
32 H -3.1662 0.0956 -5.6170
33 O -4.7435 5.2815 5.8988
34 S -5.1887 5.7548 4.6236
35 O -6.5869 5.7387 4.3325
36 O -4.3737 5.0398 3.4878
37 C -4.3139 3.5788 3.4840
38 C -5.5797 2.9267 2.9859
39 C -4.5681 7.3766 4.3411
40 H -4.0414 3.2445 4.4849
41 H -3.4811 3.3630 2.8193
42 H -6.4195 3.0938 3.6591
43 H -5.4126 1.8536 2.8924
44 H -5.8508 3.3129 2.0041
45 H -3.5031 7.3867 4.5521
46 H -5.1037 8.0351 5.0209
47 H -4.7709 7.6479 3.3093
48 O 2.4834 -1.8591 1.5667
49 S 3.1602 -2.8444 2.3433
50 O 3.3858 -2.6178 3.7353
51 O 4.5406 -3.1936 1.6368
52 C 5.3891 -2.0762 1.2678
53 C 6.0793 -1.4384 2.4546
54 C 2.3897 -4.4077 2.1286
55 H 4.7969 -1.3515 0.7092
56 H 6.1189 -2.5042 0.5857
57 H 5.3677 -0.9577 3.1230
58 H 6.7818 -0.6899 2.0890
59 H 6.6242 -2.1888 3.0286
60 H 2.2427 -4.5838 1.0673
61 H 1.4335 -4.3445 2.6438
62 H 3.0171 -5.1716 2.5785
63 O 8.0433 -0.8439 -0.2956
64 S 9.2447 -0.5853 -1.0261
65 O 9.3880 -1.1199 -2.3413
66 O 10.4767 -1.0194 -0.1304
67 C 10.4396 -2.3505 0.4476
68 C 10.7245 -3.4441 -0.5585
69 C 9.5775 1.1379 -1.0548
70 H 9.4754 -2.4896 0.9376
71 H 11.2064 -2.3169 1.2179
72 H 9.9391 -3.5149 -1.3082
73 H 10.7913 -4.3987 -0.0364
74 H 11.6667 -3.2562 -1.0725
75 H 9.4844 1.5310 -0.0470
76 H 8.8329 1.5809 -1.7121
77 H 10.5761 1.2907 -1.4531

Cartesian forces (eV/Å) of the 2 atoms listed first:
0.04 0.15 0.13
0.29 0.14 0.06

Record 4
Formula: C14H41N2O9Zn
Source: OMol25
Level of theory: ωB97M-V/def2-TZVPD

Calculated values
- E_LUMO (eV) = -8.55
- net charge = +1
- highest occupied orbital energy (eV) = -11.521

CARTESIAN COORDINATES (ANGSTROEM)
1 Zn 0.4730 0.7860 0.0183
2 O 0.2817 -2.4728 1.0823
3 H -0.4203 -2.6948 1.7246
4 C 0.7875 5.3980 3.7938
5 C 0.1321 4.7820 2.4776
6 C 0.6277 5.3484 1.1235
7 O 0.2550 4.5268 0.1058
8 C 0.1739 5.0973 -1.3256
9 N 0.3546 3.3659 2.5023
10 H 1.8205 5.0593 3.8736
11 H 0.1830 5.1185 4.6567
12 H 0.8310 6.4795 3.6650
13 H -0.9421 4.9425 2.5691
14 H 1.7134 5.2522 1.1377
15 H 0.3999 6.3906 0.8999
16 H -0.0845 4.2403 -1.9476
17 H 1.0690 5.5548 -1.7472
18 H -0.6121 5.8307 -1.5052
19 H -0.2943 3.0512 3.2095
20 H 1.0864 3.3875 3.1980
21 C -5.6311 -0.7815 -1.8663
22 C -4.9747 0.4816 -2.5362
23 C -6.0230 1.3847 -3.2229
24 O -5.4698 2.5517 -3.8669
25 C -6.3051 3.6557 -4.1276
26 N -4.2243 1.2266 -1.5288
27 H -6.4941 -0.4908 -1.2674
28 H -5.0099 -1.3006 -1.1364
29 H -5.9499 -1.3378 -2.7478
30 H -4.2834 0.0685 -3.2707
31 H -6.8227 1.7640 -2.5868
32 H -6.3895 0.7541 -4.0329
33 H -7.0080 3.5561 -4.9547
34 H -5.8205 4.5759 -4.4541
35 H -6.9079 3.9541 -3.2699
36 H -4.3061 2.1104 -2.0107
37 H -4.8375 1.2572 -0.7269
38 C 3.9919 -3.2212 6.1419
39 C 4.8255 -3.9964 7.1868
40 O 5.8553 -3.1242 7.6753
41 O 4.5896 -3.2395 4.8733
42 H 3.8564 -2.2031 6.5067
43 H 3.0090 -3.6889 6.1979
44 H 5.3135 -4.9151 6.8613
45 H 4.1611 -4.1939 8.0280
46 H 6.5243 -3.3463 7.0237
47 H 3.9830 -2.9133 4.2045
48 C 0.4612 -7.1403 -2.7367
49 C -0.7268 -7.3146 -1.7759
50 O -0.2242 -6.9513 -0.4887
51 O 0.5521 -5.8430 -3.1539
52 H 0.4034 -7.7638 -3.6290
53 H 1.4430 -7.1857 -2.2656
54 H -0.7362 -8.4045 -1.7635
55 H -1.6973 -6.9090 -2.0615
56 H -0.1817 -5.9923 -0.4782
57 H 0.7459 -5.5709 -2.2539
58 C 4.1729 0.3133 -3.4693
59 C 4.7336 0.0959 -2.0678
60 O 4.0629 0.7683 -1.0539
61 O 2.7666 -0.0773 -3.4475
62 H 4.5967 -0.2960 -4.2675
63 H 4.3604 1.3574 -3.7198
64 H 5.8166 0.0395 -1.9584
65 H 4.4994 -0.9100 -1.7195
66 H 4.7263 0.6617 -0.3681
67 H 2.7377 -0.9093 -3.9255

Cartesian forces (eV/Å) of the 2 atoms listed first:
0.01 -0.75 0.75
0.14 1.15 -0.41

Record 5
Formula: C14H41N7O5
Source: OMol25
Level of theory: ωB97M-V/def2-TZVPD

Calculated values
- E_LUMO (eV) = 0.53
- SMILES = COC[C@H](C)N.COC[C@H](C)N.COC[C@H](C)N.NC(N)=O.NC(N)=O
- energy above the lowest of the compared OMol25 structures with the same formula, charge and spin (kcal/mol) = 67.4
- highest occupied orbital energy (eV) = -9.058

CARTESIAN COORDINATES (ANGSTROEM)
1 C 7.9906 1.5603 -27.8155
2 O 9.3112 1.2498 -27.3371
3 C 10.0419 2.3229 -26.8337
4 C 11.4873 1.7564 -26.5829
5 C 11.5852 0.7568 -25.5053
6 N 12.4924 2.8142 -26.2414
7 H 8.0536 1.5844 -28.9034
8 H 7.4356 2.4062 -27.4100
9 H 7.3121 0.7475 -27.5565
10 H 10.0763 3.1291 -27.5665
11 H 9.6175 2.6120 -25.8723
12 H 11.7092 1.3931 -27.5863
13 H 12.6391 0.6732 -25.2400
14 H 11.2496 -0.2471 -25.7656
15 H 11.0685 1.0227 -24.5832
16 H 12.4533 3.5846 -26.8934
17 H 12.3750 3.1561 -25.2983
18 C 4.5488 0.1552 -20.1654
19 O 5.8562 -0.3690 -20.1820
20 C 6.7631 0.1826 -19.1694
21 C 8.2579 -0.0153 -19.5551
22 C 8.8087 -1.4199 -19.5600
23 N 9.1227 0.9198 -18.9210
24 H 4.1378 -0.1631 -19.2073
25 H 4.0778 -0.3371 -21.0162
26 H 4.4311 1.2387 -20.1746
27 H 6.4833 1.2348 -19.1184
28 H 6.5294 -0.1031 -18.1438
29 H 8.2554 0.2394 -20.6149
30 H 8.5205 -1.9986 -18.6825
31 H 9.8958 -1.3397 -19.5590
32 H 8.4184 -1.9903 -20.4029
33 H 10.0498 0.6691 -19.2336
34 H 9.0413 0.7461 -17.9293
35 C 4.6876 -1.3142 -24.3261
36 O 6.0848 -1.4472 -24.5389
37 C 6.6866 -2.6402 -23.9644
38 C 8.1624 -2.9196 -24.4070
39 C 8.4862 -2.7173 -26.0303
40 N 8.5716 -4.2854 -24.1251
41 H 4.5374 -0.4067 -24.9110
42 H 4.7257 -1.2108 -23.2417
43 H 3.9876 -2.0482 -24.7251
44 H 6.5238 -2.7148 -22.8892
45 H 6.1418 -3.5063 -24.3400
46 H 8.9099 -2.3502 -23.8546
47 H 9.4439 -3.2021 -26.2199
48 H 8.6136 -1.6563 -26.2450
49 H 7.7344 -3.2541 -26.6089
50 H 8.6428 -4.7565 -25.0157
51 H 7.9160 -4.7911 -23.5467
52 N 7.7551 4.2595 -21.3311
53 C 6.8502 4.3752 -20.3864
54 N 7.1295 3.5865 -19.3820
55 O 5.9102 5.1888 -20.3144
56 H 8.3183 3.4428 -21.5204
57 H 7.7203 4.9489 -22.0684
58 H 7.9317 2.9736 -19.3492
59 H 6.5763 3.8235 -18.5709
60 N 7.1700 1.1438 -22.7013
61 C 8.3118 1.1782 -23.2869
62 N 8.2247 0.4900 -24.4043
63 O 9.2898 1.8624 -22.9225
64 H 7.0236 1.8848 -22.0309
65 H 6.4316 0.5747 -23.0899
66 H 8.9381 0.7790 -25.0582
67 H 7.5454 -0.2412 -24.5592

Cartesian forces (eV/Å) of the 2 atoms listed first:
0.10 -1.02 -0.25
-1.55 -0.43 -0.13

Record 6
Formula: C14H42Mn2NO10
Source: OMol25
Level of theory: ωB97M-V/def2-TZVPD

Calculated values
- E_LUMO (spin up / spin down) (eV) = -11.52 / -11.62
- net charge = +3
- energy above the lowest of the compared OMol25 structures with the same formula, charge and spin (kcal/mol) = 60.1
- 2S+1 = 11
- highest occupied orbital energy (spin up / spin down) (eV) = -15.959 / -15.959

CARTESIAN COORDINATES (ANGSTROEM)
1 Mn -3.4229 -2.6732 -2.2145
2 Mn -1.0895 2.7107 -0.5166
3 N -1.1930 -0.8312 -0.6797
4 O -1.4761 0.3403 -0.3719
5 O -0.2700 -1.3921 -0.1755
6 O -1.9655 -1.5055 -1.4902
7 C 2.1020 1.9076 -3.0219
8 C 0.6773 1.3641 -2.9726
9 O -0.2462 2.3681 -2.4860
10 H 2.7775 1.1446 -3.4070
11 H 2.4188 2.3150 -2.0656
12 H 2.1468 2.7078 -3.7676
13 H 0.6737 0.5721 -2.2236
14 H 0.4312 1.0008 -3.9672
15 H -0.4710 2.9658 -3.2110
16 C 0.9360 -2.0269 3.2816
17 C 1.5563 -1.3807 4.5058
18 O 1.1036 -2.1355 5.6074
19 H 1.3975 -2.9718 2.9934
20 H 0.7640 -1.3953 2.4017
21 H -0.0866 -2.3576 3.5205
22 H 1.2380 -0.3394 4.6208
23 H 2.6372 -1.4882 4.3800
24 H 1.7505 -2.1245 6.3191
25 C -1.6255 2.2201 3.8236
26 C -1.6362 1.6968 2.4168
27 O -1.9070 2.7676 1.4583
28 H -0.7092 2.7765 4.0264
29 H -1.7203 1.4244 4.5636
30 H -2.4591 2.8882 4.0614
31 H -2.3547 0.8769 2.2799
32 H -0.7386 1.1676 2.1008
33 H -2.6843 3.2386 1.7846
34 C 0.2987 -3.5099 -3.3465
35 C -0.6794 -4.2571 -2.4786
36 O -2.0704 -4.0600 -2.9503
37 H 1.2985 -3.6821 -2.9497
38 H 0.0683 -2.4446 -3.3949
39 H 0.2661 -3.9035 -4.3664
40 H -0.6270 -4.0288 -1.4156
41 H -0.4449 -5.3243 -2.5026
42 H -2.0993 -4.4265 -3.8477
43 C 2.3883 1.7464 2.1560
44 C 1.7476 2.6976 1.2010
45 O 0.8120 2.0358 0.2801
46 H 2.8220 2.3329 2.9691
47 H 3.2364 1.1895 1.7544
48 H 1.6696 1.0528 2.5965
49 H 2.4996 3.2758 0.6614
50 H 1.1315 3.4369 1.7162
51 H 1.2065 1.1772 0.0784
52 C 2.6440 -4.4475 0.1953
53 C 3.4205 -3.2365 -0.3165
54 O 2.6272 -2.4382 -1.1718
55 H 2.1967 -4.9240 -0.6854
56 H 1.7874 -4.0979 0.7883
57 H 3.1925 -5.1941 0.7591
58 H 4.2943 -3.5988 -0.8580
59 H 3.8321 -2.6388 0.5045
60 H 1.8589 -2.0984 -0.7069
61 C -4.1467 4.4721 -2.4682
62 C -4.0041 3.5960 -1.2541
63 O -3.0095 2.5162 -1.5146
64 H -4.5043 3.8525 -3.2881
65 H -3.2421 5.0372 -2.6806
66 H -4.9329 5.2098 -2.2918
67 H -4.9308 3.1023 -0.9526
68 H -3.7157 4.0873 -0.3179
69 H -3.4462 1.6608 -1.4761

Cartesian forces (eV/Å) of the 2 atoms listed first:
1.81 -0.18 0.22
0.22 -1.08 -0.03